{
  "formula": "C84H189N7O14",
  "method": "the ωB97M-V functional and the def2-TZVPD basis",
  "relative_energy_kj_mol": 590.2,
  "energy_ha": -4750.0155,
  "largest_force_ev_per_a": 4.71,
  "homo_energy_ev": -7.880,
  "species": ["C", "C", "C", "C", "C", "C", "N", "O", "C", "C", "C", "H", "H", "H", "H", "H", "H", "H", "H", "H", "H", "H", "H", "H", "H", "H", "H", "H", "H", "H", "C", "C", "C", "C", "C", "C", "N", "O", "C", "C", "C", "H", "H", "H", "H", "H", "H", "H", "H", "H", "H", "H", "H", "H", "H", "H", "H", "H", "H", "H", "C", "C", "C", "C", "C", "C", "N", "O", "C", "C", "C", "H", "H", "H", "H", "H", "H", "H", "H", "H", "H", "H", "H", "H", "H", "H", "H", "H", "H", "H", "C", "C", "C", "C", "C", "C", "N", "O", "C", "C", "C", "H", "H", "H", "H", "H", "H", "H", "H", "H", "H", "H", "H", "H", "H", "H", "H", "H", "H", "H", "C", "C", "C", "C", "C", "C", "N", "O", "C", "C", "C", "H", "H", "H", "H", "H", "H", "H", "H", "H", "H", "H", "H", "H", "H", "H", "H", "H", "H", "H", "C", "C", "C", "C", "C", "C", "N", "O", "C", "C", "C", "H", "H", "H", "H", "H", "H", "H", "H", "H", "H", "H", "H", "H", "H", "H", "H", "H", "H", "H", "C", "C", "C", "C", "C", "C", "N", "O", "C", "C", "C", "H", "H", "H", "H", "H", "H", "H", "H", "H", "H", "H", "H", "H", "H", "H", "H", "H", "H", "H", "C", "C", "C", "O", "H", "H", "H", "H", "H", "H", "H", "H", "C", "C", "C", "O", "H", "H", "H", "H", "H", "H", "H", "H", "C", "C", "C", "O", "H", "H", "H", "H", "H", "H", "H", "H", "C", "C", "C", "O", "H", "H", "H", "H", "H", "H", "H", "H", "C", "C", "C", "O", "H", "H", "H", "H", "H", "H", "H", "H", "C", "C", "C", "O", "H", "H", "H", "H", "H", "H", "H", "H", "C", "C", "C", "O", "H", "H", "H", "H", "H", "H", "H", "H"],
  "coordinates": [[2.449, 4.051, 4.127], [1.101, 4.555, 4.729], [1.390, 5.937, 5.427], [1.372, 7.091, 4.454], [0.062, 6.970, 3.628], [-0.145, 5.683, 2.805], [0.013, 4.578, 3.793], [-0.356, 3.381, 3.204], [-1.676, 5.822, 2.300], [0.691, 5.582, 1.564], [0.734, 3.512, 5.827], [2.845, 4.844, 3.494], [2.311, 3.141, 3.542], [3.219, 3.944, 4.890], [0.710, 6.073, 6.268], [2.311, 6.072, 5.993], [2.268, 6.948, 3.850], [1.523, 8.099, 4.839], [0.120, 7.787, 2.909], [-0.743, 7.047, 4.359], [-1.853, 6.754, 1.764], [-2.011, 5.059, 1.598], [-2.332, 6.051, 3.140], [0.500, 6.409, 0.880], [1.756, 5.588, 1.797], [0.570, 4.645, 1.020], [0.508, 2.535, 5.400], [-0.221, 3.741, 6.300], [1.499, 3.526, 6.603], [-1.132, 3.089, 3.689], [2.307, 3.514, -5.317], [1.868, 3.977, -3.868], [2.989, 4.942, -3.353], [2.600, 5.748, -2.113], [1.253, 6.447, -2.529], [0.087, 5.546, -2.836], [0.540, 4.703, -3.950], [-0.352, 3.954, -4.634], [-0.329, 4.697, -1.641], [-1.078, 6.442, -3.419], [1.668, 2.756, -2.927], [1.554, 2.994, -5.909], [3.255, 2.978, -5.276], [2.550, 4.443, -5.832], [3.994, 4.522, -3.403], [2.987, 5.684, -4.151], [3.338, 6.439, -1.705], [2.450, 4.992, -1.342], [1.263, 7.138, -3.372], [0.899, 6.976, -1.644], [0.427, 4.533, -0.872], [-1.118, 5.305, -1.198], [-0.760, 3.727, -1.888], [-1.164, 6.542, -4.501], [-2.097, 6.134, -3.184], [-0.945, 7.482, -3.120], [0.790, 2.119, -3.037], [1.789, 3.125, -1.909], [2.546, 2.128, -3.077], [-0.311, 3.149, -4.112], [-6.790, 4.158, 2.352], [-5.945, 3.017, 1.826], [-4.974, 2.584, 2.883], [-5.589, 1.932, 4.079], [-6.282, 0.637, 3.513], [-7.377, 0.885, 2.441], [-6.726, 1.743, 1.406], [-7.419, 1.935, 0.207], [-7.638, -0.498, 1.685], [-8.700, 1.585, 2.974], [-5.219, 3.538, 0.585], [-7.518, 4.300, 1.554], [-6.129, 4.999, 2.558], [-7.319, 4.013, 3.294], [-4.254, 1.916, 2.411], [-4.291, 3.402, 3.109], [-6.315, 2.584, 4.565], [-4.872, 1.738, 4.877], [-6.820, 0.258, 4.382], [-5.525, -0.104, 3.255], [-8.421, -0.625, 0.937], [-6.671, -0.863, 1.341], [-8.002, -1.271, 2.362], [-9.306, 2.024, 2.181], [-9.396, 0.926, 3.494], [-8.488, 2.421, 3.640], [-5.855, 3.715, -0.283], [-4.483, 2.806, 0.252], [-4.655, 4.456, 0.749], [-6.856, 1.504, -0.439], [5.448, 2.684, -1.359], [6.608, 2.605, -0.388], [7.986, 2.938, -0.959], [8.081, 4.404, -1.326], [7.812, 5.160, -0.053], [6.461, 4.870, 0.657], [6.428, 3.435, 0.798], [5.441, 3.033, 1.704], [6.498, 5.539, 2.059], [5.235, 5.541, -0.113], [6.716, 1.139, 0.066], [5.424, 3.373, -2.203], [4.478, 2.832, -0.885], [5.314, 1.714, -1.838], [8.726, 2.659, -0.208], [8.184, 2.233, -1.767], [7.349, 4.607, -2.108], [8.993, 4.752, -1.812], [7.993, 6.220, -0.227], [8.578, 4.938, 0.690], [5.597, 5.323, 2.633], [7.396, 5.231, 2.594], [6.350, 6.591, 1.818], [5.251, 6.619, 0.045], [5.242, 5.342, -1.185], [4.265, 5.205, 0.254], [7.235, 1.149, 1.024], [7.178, 0.481, -0.671], [5.781, 0.663, 0.360], [4.592, 3.138, 1.269], [-2.864, -6.205, -4.786], [-2.827, -6.304, -3.260], [-1.378, -5.964, -2.964], [-1.200, -5.917, -1.461], [-2.075, -4.778, -0.935], [-3.631, -4.912, -1.192], [-3.710, -5.301, -2.629], [-5.000, -5.418, -3.112], [-4.069, -5.931, -0.210], [-4.326, -3.645, -0.878], [-3.193, -7.716, -2.746], [-3.755, -6.614, -5.262], [-1.957, -6.599, -5.244], [-2.814, -5.139, -5.009], [-0.783, -6.716, -3.482], [-1.096, -4.984, -3.347], [-0.147, -5.744, -1.236], [-1.371, -6.851, -0.925], [-1.748, -3.815, -1.327], [-1.881, -4.676, 0.133], [-4.968, -6.440, -0.559], [-3.417, -6.785, -0.027], [-4.082, -5.430, 0.758], [-4.024, -2.805, -1.504], [-5.384, -3.811, -1.082], [-4.091, -3.327, 0.138], [-3.172, -7.959, -1.684], [-2.569, -8.541, -3.089], [-4.220, -7.974, -3.004], [-5.250, -4.532, -3.386], [6.414, -3.402, -5.540], [5.263, -4.229, -4.874], [5.782, -5.566, -4.205], [4.746, -6.207, -3.257], [4.119, -5.366, -2.148], [3.676, -4.045, -2.808], [4.707, -3.426, -3.730], [4.210, -2.205, -4.197], [2.286, -4.241, -3.454], [3.524, -3.094, -1.651], [4.230, -4.568, -5.977], [7.282, -3.941, -5.920], [6.887, -2.886, -4.705], [6.099, -2.616, -6.226], [5.918, -6.216, -5.069], [6.761, -5.340, -3.782], [5.033, -7.135, -2.762], [3.893, -6.626, -3.790], [4.950, -5.170, -1.470], [3.302, -5.951, -1.726], [1.433, -4.322, -2.781], [2.004, -3.403, -4.092], [2.218, -5.140, -4.066], [2.915, -2.228, -1.913], [3.073, -3.618, -0.809], [4.525, -2.856, -1.293], [3.418, -3.842, -6.012], [3.746, -5.533, -5.827], [4.556, -4.486, -7.014], [4.916, -1.586, -3.997], [2.245, 0.671, 2.098], [1.490, 0.078, 0.875], [1.430, -1.437, 1.266], [0.386, -2.307, 0.451], [-0.966, -1.623, 0.378], [-1.014, -0.085, 0.089], [0.054, 0.592, 0.890], [-0.124, 1.952, 0.668], [-0.975, 0.173, -1.383], [-2.371, 0.384, 0.667], [2.142, 0.344, -0.436], [1.800, 0.476, 3.074], [2.418, 1.714, 1.833], [3.252, 0.279, 2.243], [2.360, -2.000, 1.345], [1.090, -1.510, 2.299], [0.345, -3.330, 0.824], [0.726, -2.409, -0.580], [-1.530, -1.842, 1.285], [-1.424, -2.057, -0.511], [-0.276, -0.508, -1.868], [-1.998, 0.018, -1.726], [-0.598, 1.168, -1.617], [-2.667, 1.284, 0.129], [-3.175, -0.347, 0.580], [-2.352, 0.684, 1.715], [1.980, 1.414, -0.565], [1.743, -0.317, -1.205], [3.195, 0.080, -0.338], [-0.297, 2.379, 1.510], [-1.230, -6.884, 2.519], [0.049, -6.221, 3.096], [1.376, -6.968, 2.713], [0.122, -4.992, 2.473], [-2.067, -6.205, 2.685], [-1.546, -7.775, 3.062], [-1.148, -7.050, 1.445], [0.126, -6.005, 4.162], [2.178, -6.495, 3.279], [1.473, -7.043, 1.630], [1.339, -7.963, 3.157], [-0.190, -4.319, 3.082], [-6.812, -0.981, -2.703], [-8.042, -1.697, -3.107], [-9.419, -1.428, -2.480], [-8.256, -1.575, -4.531], [-5.868, -1.311, -3.135], [-6.787, -0.769, -1.634], [-6.847, 0.064, -3.012], [-7.721, -2.694, -2.804], [-10.152, -1.942, -3.103], [-9.585, -0.353, -2.554], [-9.545, -1.561, -1.406], [-7.376, -1.621, -4.912], [-1.572, -2.234, -4.537], [-0.478, -1.309, -5.107], [-0.249, -1.341, -6.575], [-0.824, 0.036, -4.882], [-1.036, -3.167, -4.361], [-2.307, -2.253, -5.342], [-2.030, -1.870, -3.617], [0.495, -1.428, -4.630], [-1.149, -1.224, -7.179], [0.226, -2.304, -6.763], [0.439, -0.541, -6.849], [-0.407, 0.197, -4.033], [-2.357, -1.480, 4.607], [-2.391, -2.980, 4.638], [-3.305, -3.470, 3.561], [-1.080, -3.408, 4.393], [-3.316, -1.006, 4.813], [-2.094, -1.090, 3.623], [-1.651, -1.046, 5.315], [-2.762, -3.268, 5.622], [-3.236, -4.557, 3.520], [-3.119, -3.156, 2.534], [-4.359, -3.274, 3.758], [-0.558, -2.616, 4.250], [-3.008, 2.555, -6.035], [-3.977, 1.976, -4.926], [-5.453, 2.019, -5.283], [-3.729, 0.582, -4.823], [-1.955, 2.419, -5.790], [-3.200, 3.627, -5.995], [-3.216, 2.272, -7.066], [-3.930, 2.595, -4.031], [-5.994, 1.355, -4.607], [-5.710, 1.638, -6.271], [-5.799, 3.028, -5.058], [-2.781, 0.430, -4.838], [4.411, 0.345, 5.537], [5.878, 0.263, 5.915], [6.888, 0.924, 4.898], [6.058, 0.790, 7.132], [4.236, -0.118, 4.566], [4.014, 1.338, 5.325], [3.746, -0.041, 6.310], [6.259, -0.756, 5.992], [6.737, 0.353, 3.982], [7.915, 0.754, 5.221], [6.813, 1.986, 4.664], [6.937, 0.485, 7.370], [0.988, -4.555, 6.474], [1.888, -4.678, 7.696], [1.151, -4.800, 9.009], [2.811, -5.676, 7.615], [1.482, -4.775, 5.528], [0.424, -3.623, 6.491], [0.139, -5.234, 6.567], [2.435, -3.735, 7.698], [0.545, -5.691, 9.172], [0.609, -3.868, 9.168], [1.945, -4.747, 9.754], [2.433, -6.473, 7.236]],
  "forces_ev_per_a": [[-0.2, 0.9, -0.3], [2.1, -1.6, 1.5], [-0.7, 0.4, 0.7], [-0.5, -1.0, -1.1], [1.6, 0.6, -0.3], [-2.0, 0.4, 0.8], [-1.7, 2.9, -0.8], [0.6, -1.2, -0.2], [1.0, 0.4, 0.6], [1.3, -0.2, -0.2], [-0.7, 0.7, -0.2], [0.1, -0.1, -0.4], [0.1, 0.0, 0.1], [-0.2, -0.4, 0.2], [-0.8, 0.1, -0.3], [0.6, -1.2, -0.3], [-0.1, 0.0, -0.6], [-0.4, -0.1, 0.5], [-0.7, 0.2, 0.0], [-0.3, 0.3, -0.3], [0.8, 0.2, -0.4], [0.0, -0.4, 0.5], [-0.2, -1.0, 0.3], [-0.1, 0.0, 0.0], [0.2, 0.3, 0.1], [-0.4, 0.0, 0.2], [0.8, -0.2, 0.0], [-0.1, 0.6, 0.2], [0.0, -0.4, -0.1], [-0.2, 0.0, 0.1], [-0.1, 1.3, 0.9], [-1.0, -0.7, -0.1], [-0.6, 0.9, -1.1], [-1.3, -0.8, -1.2], [0.2, 0.2, 1.9], [-0.5, -1.6, -1.9], [4.0, 2.2, -1.0], [-1.1, -0.7, 0.3], [-1.0, 0.8, 0.6], [-0.2, 0.1, 0.1], [1.9, 0.5, 0.0], [0.1, -0.1, 0.4], [-0.2, -0.4, 0.2], [-0.2, 0.0, -0.3], [-0.1, -0.5, 0.4], [0.3, 0.1, -0.3], [0.0, 0.1, -0.5], [-0.4, 0.3, 0.5], [0.9, 0.1, 0.1], [0.1, 0.6, 0.0], [0.1, 0.1, -0.4], [-0.2, -0.3, 0.6], [-0.1, 0.1, -0.2], [0.9, -0.6, -0.2], [0.1, -0.2, 0.6], [-0.1, 0.0, 0.5], [-0.1, 0.3, -0.1], [-0.5, -0.3, 0.1], [0.0, -0.4, 0.0], [-1.0, -1.1, -0.2], [-0.6, 0.0, -0.1], [-1.1, -1.0, -0.4], [1.9, 0.2, -0.4], [-0.7, -0.7, -0.8], [-0.9, 1.0, 1.9], [-0.6, 0.3, -2.0], [2.4, 0.8, 1.0], [-0.9, 0.1, 0.3], [-0.1, 0.0, 1.4], [0.5, -0.5, 0.0], [0.6, -0.5, -0.4], [-0.2, 0.8, 0.2], [-0.2, 0.3, -0.5], [0.0, -0.4, -0.2], [-0.1, -0.6, -0.1], [-0.3, 0.6, 0.4], [-0.3, 0.0, -0.2], [0.2, -0.4, -0.2], [-0.1, -0.6, 0.0], [-0.1, 0.1, -0.5], [0.3, 1.1, -0.5], [-0.1, 0.1, -0.4], [0.3, 0.1, 0.8], [0.4, -0.2, -0.4], [0.3, -0.3, 0.2], [0.2, -0.2, 0.1], [-0.3, 0.1, 0.3], [0.1, -0.2, 0.0], [-0.1, 0.1, 0.4], [0.0, -0.1, -0.2], [-1.0, -0.6, -1.2], [-0.2, -0.9, 0.4], [0.2, -0.3, -0.6], [-0.3, -0.4, -0.3], [0.0, 1.1, 0.5], [-0.3, 1.2, -0.4], [0.8, 0.2, 0.7], [0.1, -0.5, -0.2], [-0.8, -0.2, -1.1], [0.8, -0.6, 0.2], [-0.4, -0.1, 1.2], [0.6, 0.4, 0.3], [0.0, 0.1, 0.5], [0.1, -0.2, -0.1], [0.0, 0.2, 0.2], [-0.1, 0.2, -0.4], [-0.4, 0.2, 0.1], [0.4, -0.4, 0.4], [-0.6, 0.3, 0.0], [0.2, -0.4, 0.0], [0.1, -0.5, 0.1], [-0.1, 0.4, 0.1], [1.0, 0.3, 0.5], [0.1, 0.0, -0.1], [0.2, 0.0, 0.1], [0.0, -0.2, 0.2], [0.6, -0.2, -0.2], [0.2, 0.2, 0.0], [-0.4, 0.3, -0.4], [-0.6, 0.1, -0.2], [-0.7, 0.6, -0.2], [-0.1, -0.5, 0.4], [-0.1, -0.6, 1.2], [0.6, 0.5, 0.0], [-0.2, 0.5, 0.3], [3.7, -1.7, -1.0], [1.4, 1.6, -0.2], [-1.3, -0.6, 0.2], [-0.6, -1.7, 0.8], [-0.4, 1.1, -0.8], [-0.3, -1.1, 0.0], [0.1, -0.1, 0.1], [-0.2, -0.5, 0.2], [-0.2, 0.2, -0.1], [0.3, 0.0, 0.3], [-0.2, 0.0, -0.2], [0.1, 0.5, 0.2], [-0.5, -0.2, -0.3], [0.1, -0.1, -0.5], [-0.3, -0.1, 0.3], [-0.7, 0.5, 0.6], [0.6, 0.2, -0.4], [-0.9, -0.2, 0.2], [0.2, -0.1, -0.3], [-0.3, 0.3, 0.6], [-0.4, -0.2, 0.1], [0.2, 1.0, 0.3], [0.2, 0.2, -0.8], [-0.1, 0.2, -0.4], [0.0, 0.1, -0.2], [0.2, 0.2, 1.8], [-0.3, -0.4, -0.2], [-0.7, 0.9, -0.7], [-0.7, -1.2, 0.2], [2.0, 0.5, -2.3], [-1.2, 0.3, 0.4], [0.6, -1.8, 0.3], [-0.5, 0.4, -0.4], [-0.3, -0.1, -0.7], [0.0, 0.3, 0.5], [-0.9, 0.4, 0.0], [-0.6, -0.6, -0.5], [0.0, 0.4, 0.2], [-0.3, -0.4, -0.1], [0.3, -0.3, 0.2], [-0.1, -0.2, 0.4], [1.1, 0.0, -0.2], [0.0, 0.3, -0.9], [-0.4, 0.2, 0.6], [0.0, 0.5, 0.3], [0.3, 0.0, 0.7], [0.3, 0.1, -0.1], [0.2, 0.0, -0.1], [0.3, 0.2, 0.2], [-0.4, 0.0, -0.1], [0.0, 0.6, -0.1], [-0.1, 0.2, 0.5], [0.1, -0.1, 0.0], [0.8, -0.4, 0.1], [0.0, 0.1, 0.1], [0.4, 0.7, -1.2], [-1.1, -1.6, 2.0], [-2.0, -1.2, -0.5], [1.4, 1.5, -0.1], [0.3, 0.2, -0.4], [0.6, -1.0, 2.6], [-0.4, -1.9, 1.0], [1.0, 1.0, -1.1], [0.3, 0.1, -0.6], [0.0, 0.9, -0.4], [0.6, -0.1, 0.5], [-0.7, 0.5, -0.3], [-0.2, 0.4, 0.7], [0.2, -0.4, -0.6], [0.5, 0.6, -0.6], [-0.3, 0.4, 0.3], [-0.2, 0.1, 0.2], [0.4, 0.0, -0.2], [-0.2, 0.0, -0.1], [-0.8, -0.2, 0.4], [-0.2, -0.3, -0.2], [0.2, 0.1, -0.6], [-0.4, 0.3, 0.1], [-0.2, 0.1, 0.0], [0.1, -0.2, -0.3], [0.5, -0.2, 0.1], [0.3, -0.1, -0.8], [-0.2, 0.5, -0.2], [0.3, 0.3, -0.2], [0.1, 0.0, 0.6], [0.0, 0.1, 1.5], [0.9, -1.3, -1.1], [-1.5, -0.2, 1.3], [0.6, 1.8, -1.2], [0.0, 0.3, -0.2], [0.3, -0.4, -0.2], [0.2, -0.1, 0.1], [-0.8, -0.7, 0.3], [0.3, 0.3, -0.7], [0.3, 0.2, 0.2], [-0.1, -0.3, -0.3], [-0.4, 0.1, 0.1], [0.1, 3.2, 0.6], [-0.4, -1.4, -0.1], [0.8, 1.4, -0.2], [0.2, -0.3, 0.8], [-0.1, -0.6, 0.3], [0.4, -1.0, 0.4], [-0.2, 0.3, -0.6], [-0.7, -1.0, -0.6], [-0.1, -0.1, 0.4], [-0.3, 0.2, -0.4], [0.3, -0.8, -0.1], [0.0, 0.0, -0.4], [1.3, 0.4, -1.0], [-0.3, 0.6, 0.3], [0.5, -1.2, -0.6], [-0.2, 1.5, 1.1], [-0.7, -0.4, -0.1], [-0.4, -0.6, 0.3], [0.2, 0.1, 0.0], [0.1, -0.6, 0.2], [-0.1, -0.1, 0.2], [0.0, -0.1, -0.7], [0.1, -0.1, 0.1], [-0.4, 0.7, 0.3], [-0.4, 1.5, 0.1], [-0.7, 1.7, -0.6], [-1.0, -1.6, -0.4], [0.9, -0.7, 0.2], [-0.2, -0.2, 0.2], [0.2, -0.2, -0.3], [0.1, -0.1, 0.2], [0.3, -0.5, 0.1], [0.0, -0.2, 0.0], [0.5, 0.5, 0.2], [0.0, 0.3, 0.2], [0.3, 0.0, 0.1], [-1.2, 1.0, 1.3], [0.1, -0.8, -2.7], [-0.1, 0.3, 0.4], [0.0, -0.1, 1.0], [-0.1, -0.2, 0.0], [0.3, 0.3, -0.2], [-0.1, -0.6, 0.2], [0.8, -0.4, 0.6], [0.1, 0.0, 0.3], [0.2, 0.4, -0.2], [-0.4, 0.1, -0.6], [0.5, -0.1, 0.0], [-0.3, 0.2, -0.8], [0.7, 0.2, -3.0], [-0.9, -0.9, -0.3], [0.4, 1.3, 3.3], [0.0, -0.6, 0.2], [0.6, 0.6, 0.4], [0.2, -0.4, -0.1], [-0.6, -0.7, -0.6], [0.3, 0.2, -0.4], [0.0, -0.2, 0.2], [-0.6, 0.0, 0.3], [0.1, 0.4, 0.7], [-1.1, -0.6, 0.6], [-1.4, 1.3, -0.4], [0.5, 1.3, 0.5], [1.9, -1.6, -0.6], [0.1, 0.4, 0.0], [0.6, 0.4, -0.3], [0.0, -0.7, -0.1], [0.4, 0.0, 0.4], [0.0, 0.1, -0.3], [-0.6, -0.2, 0.1], [-0.1, -0.4, 0.3], [-0.1, -0.1, 0.0]]
}